Formula: C3H5N3
Source: the OMol25 dataset
Level of theory: ωB97M-V/def2-TZVPD

Results
energy: -281.42192 Eh
highest occupied orbital energy: -9.16 eV
charge: 0
HOMO-LUMO gap: 9.53 eV
largest force on an atom: 0.55 eV Å⁻¹

Last column: Mulliken charge in e.
CARTESIAN COORDINATES (ANGSTROEM)
C 0.929 -0.578 1.184  -0.773
N -0.024 -0.291 0.099  0.157
C -1.171 0.637 0.207  -0.446
C -1.192 1.078 -1.082  -0.243
N -0.091 0.653 -1.868  -0.204
N 0.662 -0.113 -1.266  -0.271
H 1.584 -1.387 0.853  0.306
H 1.522 0.308 1.409  0.303
H 0.352 -0.875 2.059  0.351
H -0.625 -1.112 -0.026  0.411
H -1.946 1.680 -1.570  0.411